No. 1
{
  "formula": "C5H10O2",
  "method": "the ωB97M-V functional and the def2-TZVPD basis",
  "elements": ["H", "H", "H", "H", "C", "C", "H", "C", "H", "C", "O", "H", "H", "H", "C", "O", "H"],
  "positions_angstrom": [[1.24839, -1.86427, -0.27136], [0.67954, 0.08582, 1.96302], [2.08223, 0.08812, 0.89023], [0.82704, 1.29941, -0.79959], [-0.70283, -0.97487, -0.61561], [0.27759, 1.08962, 0.13692], [-0.43323, 2.85452, 0.50132], [0.48348, -1.34138, 0.31271], [-1.66444, 0.42826, 0.72981], [0.99352, -0.01439, 0.91809], [-0.36525, -1.05325, -1.99387], [0.16043, -2.03350, 1.09646], [-1.64239, 0.96969, -0.97099], [0.46973, -0.58105, -2.12345], [-1.07106, 0.45024, -0.19422], [0.20052, 2.26065, 0.92130], [-1.54329, -1.66363, -0.50077]],
  "multiplicity": 1,
  "relative_energy_kj_mol": 107.4,
  "smiles": "O[C@H]1CC[C@H](O)C1",
  "orbital_gap_ha": 0.404,
  "e_homo_ev": -10.12,
  "molar_mass_g_mol": 102.13
}

---

No. 2
{
  "formula": "C5H10O2S",
  "method": "the ωB97M-V functional and the def2-TZVPD basis",
  "elements": ["C", "H", "O", "H", "H", "C", "H", "H", "O", "H", "C", "H", "C", "H", "C", "H", "S", "H"],
  "positions_angstrom": [[-1.18200, 1.49396, 0.99920], [0.24409, 2.12033, -1.22130], [1.83604, 1.59035, -0.05635], [2.09702, -0.46914, 0.22126], [2.33026, 2.15105, -0.64346], [0.65966, 1.23387, -0.80047], [-0.78235, -0.66542, -1.58330], [-2.05400, 1.03964, 1.45164], [-2.50101, -0.64189, -0.38780], [1.00174, 0.53125, -1.59324], [-0.19188, -0.80095, 0.51470], [-0.54280, 1.80552, 1.79355], [-0.43506, 0.61207, 0.09144], [-0.61632, -1.09915, 1.46137], [-1.17509, -0.46359, -0.62356], [-1.62011, 2.29967, 0.34188], [1.37528, -1.64995, 0.19648], [-2.79599, -1.35445, -0.90669]],
  "multiplicity": 1,
  "relative_energy_kj_mol": 188.4,
  "smiles": "C[C@]1(CO)[C@H](O)[C@H]1S",
  "orbital_gap_ha": 0.335,
  "e_homo_ev": -8.44,
  "molar_mass_g_mol": 134.20
}

---

No. 3
{
  "formula": "C5H10O2S",
  "method": "the ωB97M-V functional and the def2-TZVPD basis",
  "elements": ["C", "H", "C", "H", "H", "C", "H", "O", "C", "H", "H", "H", "O", "C", "H", "H", "H", "S"],
  "positions_angstrom": [[1.06371, -1.20952, -1.23117], [0.09619, 0.86628, 2.18979], [-0.26909, 1.36787, -0.48114], [-2.94685, 1.00482, 0.20741], [-0.77352, -0.73693, 2.26144], [-0.17715, -0.03271, 1.66677], [1.49422, -0.21801, -1.42509], [1.04059, 1.86888, -0.12644], [-0.71216, 0.09600, 0.23115], [-0.93672, 2.23584, -0.26152], [-0.26552, -2.06134, 0.20392], [0.54414, -1.57729, -2.09692], [0.98913, -0.73326, 1.17707], [0.23126, -1.10455, 0.00876], [1.89877, -1.87717, -0.99644], [1.52043, 1.16430, 0.38430], [-0.33277, 1.18285, -1.56753], [-2.46466, -0.23606, -0.14435]],
  "multiplicity": 1,
  "relative_energy_kj_mol": 159.4,
  "orbital_gap_ha": 0.377,
  "e_homo_ev": -9.56,
  "molar_mass_g_mol": 134.20
}

---

No. 4
{
  "formula": "C5H10O2Sc",
  "method": "the ωB97M-V functional and the def2-TZVPD basis",
  "elements": ["H", "H", "O", "H", "H", "C", "H", "H", "H", "H", "H", "C", "C", "H", "Sc", "O", "C", "C"],
  "positions_angstrom": [[-2.56038, 2.27872, -0.75767], [0.81892, -0.12979, 1.73018], [-1.04832, 0.19990, -0.14777], [3.67836, -0.37154, -0.35227], [1.31861, -1.74882, 1.15386], [-2.35820, 0.18208, -0.53756], [3.11414, 1.30906, -0.08623], [-0.49824, -1.76194, -0.51478], [-4.06169, 1.21937, -1.15518], [-1.15611, -1.43952, 1.12639], [-2.79879, -0.81558, -0.62255], [-0.52304, -1.04478, 0.31962], [0.86347, -0.79299, 0.85065], [3.04514, 0.17991, 1.29656], [0.62749, 1.44850, -1.48880], [1.63533, -0.22095, -0.18841], [2.92920, 0.21323, 0.20224], [-3.02588, 1.29514, -0.82828]],
  "multiplicity": 1,
  "relative_energy_kj_mol": 0.0,
  "total_charge": 1,
  "orbital_gap_ha": [0.234, 0.244],
  "e_homo_ev": [-10.63, -10.26],
  "molar_mass_g_mol": 147.09
}

---

No. 5
{
  "formula": "C5H10O3",
  "method": "the ωB97M-V functional and the def2-TZVPD basis",
  "elements": ["H", "H", "C", "O", "C", "O", "C", "H", "H", "C", "H", "H", "H", "H", "H", "C", "O", "H"],
  "positions_angstrom": [[2.36209, 0.75371, 0.26501], [1.69460, 2.35447, -0.04436], [1.61123, 1.46902, 0.58755], [0.70963, -1.22071, 0.47638], [-0.28719, -1.88649, 1.18273], [0.89392, 0.64315, -1.96042], [-1.47814, 0.27592, -1.39754], [0.20020, -1.02580, -0.98985], [0.19978, -2.35424, 2.05281], [0.06416, 0.18905, -1.13620], [-1.68177, -0.18244, -2.36178], [-2.00296, -0.22165, -0.58988], [-1.04401, -1.19230, 1.57397], [1.74359, 1.74270, 1.63220], [-0.76970, -2.67982, 0.59875], [0.23013, 0.89603, 0.39811], [-0.70670, 1.10635, 1.11668], [-1.73888, 1.33305, -1.40417]],
  "multiplicity": 1,
  "relative_energy_kj_mol": 580.3,
  "orbital_gap_ha": [0.269, 0.247],
  "e_homo_ev": [-9.06, -8.71],
  "molar_mass_g_mol": 118.13
}

---

No. 6
{
  "formula": "C5H10O3",
  "method": "the ωB97M-V functional and the def2-TZVPD basis",
  "elements": ["C", "O", "H", "H", "C", "H", "O", "H", "H", "C", "H", "H", "C", "H", "C", "H", "O", "H"],
  "positions_angstrom": [[-0.79281, -1.24761, -0.86492], [-0.52376, 0.10147, -1.11796], [0.61928, 2.63406, -1.21988], [1.48382, 0.45248, -1.57787], [0.41421, -0.62552, 1.24594], [0.98784, -0.95277, 2.11347], [1.34440, -0.23232, 0.31222], [-0.01812, -1.84189, -1.38784], [1.33903, 2.30793, 0.33138], [0.78721, 0.52607, -0.67224], [-1.25808, 1.67270, -0.17203], [-1.65665, -1.56085, -1.21530], [-0.61817, -1.64597, 0.67439], [-0.42074, -2.72224, 0.78795], [0.57525, 1.99407, -0.33419], [-1.57131, -1.44029, 1.16686], [-0.65031, 2.21973, 0.37781], [-0.04109, 0.36094, 1.55221]],
  "multiplicity": 1,
  "relative_energy_kj_mol": 217.6,
  "smiles": "OCC1OCCCO1",
  "orbital_gap_ha": 0.383,
  "e_homo_ev": -9.50,
  "molar_mass_g_mol": 118.13
}